Entry from the OMol25 dataset: a molecular structure, C44H43BaClIN8O8S in a non-equilibrium geometry (the ωB97M-V functional and the def2-TZVPD basis).

Each line ends with the Löwdin charge.
Positions of all 107 atoms, in Å:
1 Ba 1.14 0.86 0.69  1.911
2 C 4.02 -2.41 0.02  -0.091
3 N 2.99 -2.43 1.05  -0.250
4 C 3.61 -2.35 2.36  -0.095
5 C 2.21 -3.67 0.99  -0.206
6 C 1.18 -3.78 -0.12  -0.201
7 N -0.06 -3.07 0.16  -0.251
8 C -0.77 -3.71 1.25  -0.097
9 C -0.93 -3.04 -1.02  -0.094
10 H 4.73 -3.25 0.13  0.093
11 H 4.59 -1.48 0.09  0.073
12 H 3.59 -2.46 -0.98  0.060
13 H 4.18 -3.26 2.60  0.093
14 H 2.85 -2.20 3.13  0.094
15 H 4.30 -1.50 2.40  0.067
16 H 1.71 -3.79 1.95  0.101
17 H 2.91 -4.52 0.91  0.124
18 H 0.95 -4.86 -0.26  0.122
19 H 1.59 -3.43 -1.06  0.102
20 H -0.95 -4.79 1.05  0.093
21 H -1.74 -3.24 1.39  0.074
22 H -0.22 -3.62 2.19  0.079
23 H -1.23 -4.06 -1.33  0.091
24 H -0.43 -2.56 -1.86  0.083
25 H -1.83 -2.47 -0.78  0.066
26 O 2.01 5.19 1.20  0.019
27 C 1.48 4.20 0.68  -0.655
28 O 2.01 3.13 0.28  -0.318
29 C -0.05 4.25 0.49  -0.188
30 C -0.73 5.46 0.60  -0.002
31 C -2.10 5.49 0.41  -0.060
32 C -2.76 4.29 0.14  -0.072
33 C -2.01 3.13 0.08  -0.134
34 N -0.68 3.11 0.24  0.030
35 H -0.15 6.35 0.84  0.116
36 H -2.65 6.42 0.47  0.103
37 H -3.83 4.25 -0.02  0.095
38 H -2.48 2.17 -0.11  0.094
39 Cl 6.17 1.11 6.54  0.654
40 C 4.74 0.97 5.56  -0.626
41 C 3.52 0.78 6.15  -0.191
42 C 2.36 0.66 5.38  -0.648
43 I 0.53 0.37 6.32  0.884
44 C 2.36 0.74 3.97  -0.493
45 O 1.33 0.67 3.23  -0.358
46 C 3.67 0.91 3.36  -0.177
47 N 3.70 0.91 2.02  0.016
48 C 4.85 1.06 1.40  -0.150
49 C 6.07 1.22 2.07  -0.043
50 C 6.07 1.19 3.44  -0.025
51 C 4.86 1.03 4.14  -0.172
52 H 3.45 0.73 7.23  0.087
53 H 4.82 1.07 0.31  0.114
54 H 6.98 1.34 1.50  0.105
55 H 6.99 1.30 4.01  0.085
56 C -5.95 2.42 2.16  -0.047
57 O -5.83 1.54 1.05  -0.074
58 C -6.80 0.62 0.87  -0.257
59 C -8.04 0.64 1.49  -0.010
60 C -8.96 -0.36 1.22  -0.079
61 C -8.67 -1.39 0.35  -0.090
62 C -7.42 -1.43 -0.26  -0.013
63 C -6.49 -0.44 -0.01  -0.180
64 N -5.20 -0.48 -0.63  0.115
65 C -4.02 -0.50 -0.01  -0.016
66 C -3.67 -0.68 1.32  -0.126
67 C -4.53 -1.07 2.40  -0.036
68 C -4.04 -1.26 3.65  -0.087
69 C -2.66 -1.04 3.92  -0.062
70 C -1.79 -0.67 2.95  -0.007
71 C -2.24 -0.46 1.59  -0.381
72 O -1.44 -0.09 0.70  -0.208
73 H -5.01 2.96 2.20  0.090
74 H -6.08 1.86 3.09  0.101
75 H -6.76 3.13 2.03  0.093
76 H -8.29 1.43 2.18  0.108
77 H -9.93 -0.33 1.72  0.108
78 H -9.40 -2.16 0.15  0.104
79 H -7.16 -2.24 -0.93  0.121
80 H -5.17 -0.36 -1.63  0.157
81 H -3.17 -0.34 -0.67  0.137
82 H -5.58 -1.26 2.22  0.108
83 H -4.69 -1.57 4.46  0.101
84 H -2.30 -1.16 4.94  0.089
85 H -0.74 -0.47 3.16  0.082
86 O 3.88 -2.18 -9.99  -0.369
87 S 2.74 -2.02 -9.10  0.394
88 O 2.67 -2.99 -8.02  -0.380
89 O 1.47 -1.75 -9.76  -0.371
90 C 3.06 -0.43 -8.25  -0.339
91 N 3.46 0.61 -8.99  0.121
92 C 3.67 1.75 -8.34  -0.124
93 C 3.50 1.88 -6.97  -0.003
94 C 3.06 0.75 -6.30  -0.228
95 N 2.85 -0.39 -6.95  0.155
96 C 2.80 0.71 -4.84  -0.134
97 C 2.67 1.84 -4.04  0.000
98 C 2.37 1.70 -2.70  -0.137
99 N 2.19 0.51 -2.12  -0.035
100 C 2.35 -0.58 -2.87  -0.142
101 C 2.64 -0.54 -4.22  0.015
102 H 4.00 2.59 -8.95  0.105
103 H 3.70 2.82 -6.47  0.098
104 H 2.78 2.84 -4.46  0.108
105 H 2.26 2.57 -2.05  0.092
106 H 2.24 -1.53 -2.37  0.081
107 H 2.73 -1.44 -4.81  0.121

Properties
- Lowest unoccupied orbital energy: 0.50 eV
- Largest force on an atom: 1.1 eV Å⁻¹
- Net charge: -1
- Gap between HOMO and LUMO: 6.010 eV
- Energy above the lowest of the compared OMol25 structures with the same formula, charge and spin: 13.1 kcal per mole